[1]
{
  "formula": "C3H5NS4",
  "method": "ωB97M-V/def2-TZVPD",
  "lumo_ev": -1.3802,
  "relative_energy_kj_mol": 302.4,
  "orbital_gap_ev": 7.69,
  "smiles": "S=C(CS)S/C=N\\S",
  "species": ["S", "C", "C", "S", "S", "C", "N", "S", "H", "H", "H", "H", "H"],
  "positions_angstrom": [[-2.279, 0.919, -1.487], [-1.157, 0.525, -0.321], [-0.099, 1.488, 0.174], [-0.330, 2.089, 1.869], [-1.256, -0.929, 0.602], [0.316, -1.787, 0.598], [1.229, -2.115, -0.382], [0.739, -1.274, -2.029], [-0.334, 2.570, -0.353], [0.897, 1.133, -0.093], [-0.255, 0.870, 2.612], [0.589, -1.916, 1.692], [1.938, -1.574, -2.881]],
  "lowdin_charge": [0.67, -1.26, -0.70, 0.67, 0.83, -0.57, -0.29, 0.60, 0.11, 0.06, -0.11, 0.08, -0.08]
}


[2]
{
  "formula": "C3H5NSSi",
  "method": "ωB97M-V/def2-TZVPD",
  "lumo_ev": [-0.0176, -0.0173],
  "relative_energy_kj_mol": 172.2,
  "orbital_gap_ev": [7.81, 7.81],
  "species": ["C", "C", "C", "N", "Si", "S", "H", "H", "H", "H", "H"],
  "positions_angstrom": [[-0.488, 0.722, -1.725], [-0.340, -0.630, -2.059], [-0.129, 0.606, 0.658], [-0.360, 1.027, -0.427], [0.431, -0.079, 2.310], [-0.061, -1.863, -0.989], [-0.537, 1.529, -2.549], [-0.346, -0.708, -3.092], [1.753, -0.581, 2.143], [-0.520, -1.154, 2.455], [0.597, 1.133, 3.275]],
  "lowdin_charge": [-0.26, -0.67, -0.20, -0.02, 0.63, 0.58, 0.13, 0.02, -0.09, -0.07, -0.05]
}


[3]
{
  "formula": "C3H5NSe",
  "method": "ωB97M-V/def2-TZVPD",
  "lumo_ev": 0.6862,
  "relative_energy_kj_mol": 10.4,
  "orbital_gap_ev": 9.26,
  "smiles": "C1=NC[Se]C1",
  "species": ["C", "N", "C", "Se", "C", "H", "H", "H", "H", "H"],
  "positions_angstrom": [[1.001, -0.393, -0.256], [0.857, 0.885, -0.252], [-0.509, 1.339, 0.047], [-1.699, -0.092, -0.343], [-0.147, -1.293, 0.097], [2.075, -0.644, -0.415], [-0.633, 1.768, 1.041], [-0.882, 2.059, -0.664], [0.074, -2.193, -0.437], [-0.137, -1.436, 1.182]],
  "lowdin_charge": [-0.26, -0.03, -0.55, 0.92, -0.41, 0.12, 0.07, 0.04, 0.06, 0.07]
}


[4]
{
  "formula": "C3H5O2",
  "method": "ωB97M-V/def2-TZVPD",
  "lumo_ev": -4.9772,
  "relative_energy_kj_mol": 79.5,
  "total_charge": 1,
  "orbital_gap_ev": 12.43,
  "species": ["C", "C", "C", "O", "O", "H", "H", "H", "H", "H"],
  "positions_angstrom": [[-1.469, 0.134, 0.022], [0.695, -0.858, -0.009], [0.720, 0.712, -0.007], [-0.947, -1.034, -0.013], [-0.683, 1.141, 0.034], [-2.499, 0.084, -0.175], [1.209, -1.434, -0.768], [0.803, -1.338, 0.926], [1.118, 1.288, 0.886], [1.053, 1.306, -0.895]],
  "lowdin_charge": [-0.09, 0.13, -0.02, 0.11, 0.09, 0.19, 0.14, 0.12, 0.17, 0.16]
}


[5]
{
  "formula": "C3H5O2",
  "method": "ωB97M-V/def2-TZVPD",
  "lumo_ev": -6.6245,
  "relative_energy_kj_mol": 279.2,
  "total_charge": 1,
  "orbital_gap_ev": 8.99,
  "species": ["C", "C", "C", "O", "O", "H", "H", "H", "H", "H"],
  "positions_angstrom": [[-0.212, -0.770, -0.776], [-0.871, -0.494, 0.529], [0.919, 1.073, -0.163], [-0.233, 0.605, 1.053], [0.780, -0.018, -0.978], [-0.456, -1.732, -1.359], [-1.912, -0.564, 0.612], [-0.654, -1.410, 1.161], [0.686, 2.088, -0.468], [1.954, 1.223, 0.388]],
  "lowdin_charge": [0.12, -0.18, 0.08, -0.05, 0.13, 0.22, 0.14, 0.19, 0.15, 0.20]
}


[6]
{
  "formula": "C3H5O2",
  "method": "ωB97M-V/def2-TZVPD",
  "lumo_ev": -6.8472,
  "relative_energy_kj_mol": 460.1,
  "total_charge": 1,
  "orbital_gap_ev": 8.24,
  "species": ["C", "C", "C", "O", "O", "H", "H", "H", "H", "H"],
  "positions_angstrom": [[0.178, 0.810, -0.661], [0.977, 0.260, 0.450], [-1.318, -0.760, -0.140], [0.439, -0.699, 1.178], [-0.943, 0.230, -0.859], [0.372, 1.644, -1.264], [1.928, -0.132, -0.158], [1.357, 1.161, 1.196], [-0.966, -1.837, -0.396], [-2.023, -0.677, 0.652]],
  "lowdin_charge": [0.12, -0.32, 0.18, -0.05, 0.12, 0.16, 0.22, 0.23, 0.19, 0.14]
}


[7]
{
  "formula": "C3H5O2Sr",
  "method": "ωB97M-V/def2-TZVPD",
  "lumo_ev": -5.3526,
  "relative_energy_kj_mol": 0.0,
  "total_charge": 1,
  "orbital_gap_ev": 7.21,
  "species": ["O", "Sr", "O", "C", "C", "C", "H", "H", "H", "H", "H"],
  "positions_angstrom": [[-0.864, 0.304, -0.054], [-2.877, -0.662, 0.696], [-2.746, 0.442, -1.191], [-1.600, 0.875, -1.351], [0.533, 0.541, 0.117], [1.339, -0.713, 0.364], [0.864, 1.013, -0.819], [0.634, 1.252, 0.948], [1.325, -1.370, -0.517], [2.390, -0.444, 0.539], [1.001, -1.238, 1.268]],
  "lowdin_charge": [-0.48, 1.83, -0.37, -0.09, -0.31, -0.08, 0.12, 0.12, 0.09, 0.09, 0.07]
}


[8]
{
  "formula": "C3H5O3",
  "method": "ωB97M-V/def2-TZVPD",
  "lumo_ev": 3.9508,
  "relative_energy_kj_mol": 78.2,
  "total_charge": -1,
  "orbital_gap_ev": 7.94,
  "species": ["O", "C", "C", "H", "H", "H", "H", "O", "C", "O", "H"],
  "positions_angstrom": [[0.145, 2.762, -0.390], [0.782, 1.848, -0.840], [1.078, 0.472, -0.297], [1.088, 1.756, -1.905], [2.173, 0.574, -0.151], [1.044, -0.267, -1.084], [0.486, 0.234, 0.575], [-1.391, -1.067, -0.141], [-0.945, -2.013, 0.598], [0.100, -2.004, 1.252], [-1.645, -2.867, 0.570]],
  "lowdin_charge": [0.02, -0.35, -0.08, 0.10, 0.09, 0.07, 0.05, -0.19, -0.66, -0.13, 0.07]
}


[9]
{
  "formula": "C3H5O3",
  "method": "ωB97M-V/def2-TZVPD",
  "spin_multiplicity": 2,
  "lumo_ev": [6.8730, 6.8607],
  "total_charge": -2,
  "orbital_gap_ev": [3.20, 6.62],
  "s_squared": 0.7541,
  "species": ["O", "C", "C", "H", "H", "H", "H", "O", "C", "O", "H"],
  "positions_angstrom": [[3.313, 0.766, 1.325], [2.032, 0.978, 1.105], [1.157, 0.305, 0.075], [1.589, 1.696, 1.807], [1.446, -0.742, -0.111], [0.068, 0.312, 0.218], [1.263, 0.886, -0.872], [-1.642, -1.061, -0.258], [-2.715, -0.996, -0.896], [-3.800, -0.448, -0.604], [-2.710, -1.696, -1.788]],
  "lowdin_charge": [-0.38, -0.56, -0.21, 0.01, 0.04, 0.02, 0.02, -0.14, -0.72, -0.18, 0.07]
}


[10]
{
  "formula": "C3H5O3",
  "method": "ωB97M-V/def2-TZVPD",
  "lumo_ev": [-7.8459, -6.6576],
  "relative_energy_kj_mol": 768.9,
  "total_charge": 1,
  "orbital_gap_ev": [7.47, 8.79],
  "species": ["C", "C", "C", "O", "O", "O", "H", "H", "H", "H", "H"],
  "positions_angstrom": [[1.218, 1.349, -0.072], [0.991, 0.075, 0.424], [-1.293, -0.912, 0.194], [0.768, 1.593, -1.238], [0.104, -0.115, -1.616], [0.036, -0.555, -0.389], [1.667, 2.102, 0.493], [1.306, -0.359, 1.323], [-2.038, -0.975, -0.722], [-1.069, -1.975, 0.530], [-1.690, -0.229, 1.073]],
  "lowdin_charge": [-0.06, 0.10, 0.11, 0.17, 0.12, -0.22, 0.15, 0.15, 0.17, 0.14, 0.17]
}


[11]
{
  "formula": "C3H5O3",
  "method": "ωB97M-V/def2-TZVPD",
  "spin_multiplicity": 3,
  "lumo_ev": [-7.1137, -10.6516],
  "relative_energy_kj_mol": 386.1,
  "total_charge": 1,
  "orbital_gap_ev": [6.22, 5.05],
  "s_squared": 2.0138,
  "species": ["C", "C", "C", "O", "O", "O", "H", "H", "H", "H", "H"],
  "positions_angstrom": [[1.366, -1.013, 0.090], [0.129, 0.062, 0.151], [-1.314, 0.180, -0.073], [1.045, 1.008, 0.091], [-1.757, 1.415, 0.279], [2.283, 0.169, 0.204], [1.559, -1.549, 1.033], [1.493, -1.726, -0.813], [-1.682, -0.541, 0.592], [-1.550, -0.087, -1.209], [-1.571, 2.082, -0.345]],
  "lowdin_charge": [0.08, -0.14, -0.21, 0.18, 0.04, 0.29, 0.15, 0.19, 0.13, 0.20, 0.10]
}


[12]
{
  "formula": "C3H5O3P",
  "method": "ωB97M-V/def2-TZVPD",
  "spin_multiplicity": 3,
  "lumo_ev": [0.4749, -2.2967],
  "relative_energy_kj_mol": 245.4,
  "orbital_gap_ev": [6.73, 7.43],
  "s_squared": 2.0127,
  "species": ["C", "C", "C", "O", "O", "O", "P", "H", "H", "H", "H", "H"],
  "positions_angstrom": [[-1.156, 0.262, -0.323], [0.234, 0.562, -0.446], [-0.209, -0.895, -0.140], [-2.301, 0.623, -0.228], [-0.112, -1.880, -1.066], [0.124, -1.253, 1.177], [1.261, 1.513, 0.807], [0.673, 0.762, -1.680], [0.560, -1.805, -1.730], [-0.301, -2.150, 1.326], [0.236, 1.516, 1.958], [0.991, 2.745, 0.344]],
  "lowdin_charge": [-0.39, -0.44, -0.52, 0.17, 0.10, 0.02, 0.83, 0.17, 0.11, 0.15, -0.03, -0.16]
}


Copy entry 1 word for word.
{
  "formula": "C3H5NS4",
  "method": "ωB97M-V/def2-TZVPD",
  "lumo_ev": -1.3802,
  "relative_energy_kj_mol": 302.4,
  "orbital_gap_ev": 7.69,
  "smiles": "S=C(CS)S/C=N\\S",
  "species": ["S", "C", "C", "S", "S", "C", "N", "S", "H", "H", "H", "H", "H"],
  "positions_angstrom": [[-2.279, 0.919, -1.487], [-1.157, 0.525, -0.321], [-0.099, 1.488, 0.174], [-0.330, 2.089, 1.869], [-1.256, -0.929, 0.602], [0.316, -1.787, 0.598], [1.229, -2.115, -0.382], [0.739, -1.274, -2.029], [-0.334, 2.570, -0.353], [0.897, 1.133, -0.093], [-0.255, 0.870, 2.612], [0.589, -1.916, 1.692], [1.938, -1.574, -2.881]],
  "lowdin_charge": [0.67, -1.26, -0.70, 0.67, 0.83, -0.57, -0.29, 0.60, 0.11, 0.06, -0.11, 0.08, -0.08]
}